This record from the OMol25 dataset describes an isolated molecule of C5H10O. The level of theory is wB97M-V/def2-TZVPD.

Each atom is followed by the atoms it is bonded to, with distances in Å.
Element x y z (Å)
1 C -0.74931 -1.43300 -0.55711  C2 1.517, H7 1.097, H8 1.094, H9 1.095
2 C -0.98987 0.03275 -0.24682  C1 1.517, C3 1.517, C5 1.510, H10 1.088
3 C 0.13798 1.04683 -0.26076  C2 1.517, C4 1.511, C5 1.496, H11 1.089
4 C 1.55586 0.64443 -0.59406  C3 1.511, H12 1.093, H13 1.095, H14 1.097
5 C -0.47955 0.63758 1.03902  C2 1.510, C3 1.496, O6 1.397, H15 1.092
6 O 0.30894 -0.14269 1.88739  C5 1.397, H16 0.966
7 H -0.82377 -2.06254 0.33789  C1 1.097
8 H -1.49061 -1.79592 -1.27515  C1 1.094
9 H 0.23889 -1.61149 -0.99253  C1 1.095
10 H -1.95505 0.41182 -0.57727  C2 1.088
11 H -0.13913 2.03981 -0.61108  C3 1.089
12 H 1.85933 -0.24730 -0.03958  C4 1.093
13 H 2.25048 1.44805 -0.32719  C4 1.095
14 H 1.66804 0.44622 -1.66672  C4 1.097
15 H -1.11943 1.35814 1.55241  C5 1.092
16 H -0.27280 -0.77272 2.33157  O6 0.966

Output
lowest unoccupied orbital energy = 0.90 eV
SMILES = C[C@@H]1[C@H](C)[C@@H]1O
E_HOMO = -9.532 eV
ΔE to the lowest compared entry with this formula, charge and spin = 110.0 kJ/mol